A cluster of 2 separate species, C27H26O5 in total at a distorted geometry, computed with ωB97M-V with the def2-TZVPD basis set.

Values from the calculation:
F_max in eV Å⁻¹: 1.26
Kohn-Sham gap in eV: 4.27
Charge: 0
HOMO in eV: -6.3
Relative energy (zero: lowest compared OMol25 entry of this formula, charge and spin) in eV: 2.1781
LUMO in Eh: -0.0750
E in a.u.: -1420.6218

Positions of all 58 atoms, in Å:
O: 1.189 0.391 5.827
O: -1.382 3.802 4.771
O: 0.432 4.190 5.994
O: 4.863 -0.296 2.513
O: 1.751 2.376 6.670
C: 0.869 0.925 2.652
C: -3.002 -1.330 2.764
C: -2.998 1.744 6.007
C: 1.199 -0.378 2.179
C: 2.508 -0.819 2.124
C: -4.152 -0.595 2.448
C: 5.211 -1.694 2.374
C: -1.785 -0.700 2.951
C: 1.286 3.688 7.050
C: -2.849 1.438 2.485
C: -4.003 -0.451 6.010
C: -5.482 -1.269 2.329
C: -1.613 -0.239 6.336
C: -0.436 1.417 2.853
C: -2.752 -1.030 6.241
C: 0.806 1.489 6.193
C: -4.055 0.798 2.308
C: 2.507 4.610 7.084
C: -1.701 1.171 6.143
C: -1.657 0.703 2.754
C: 1.961 1.822 2.882
C: 3.562 0.074 2.439
C: -0.541 2.001 6.088
C: 3.262 1.432 2.741
C: -0.588 3.360 5.587
C: 0.556 3.683 8.381
C: -4.121 0.937 5.906
H: -0.924 -1.276 3.293
H: 2.732 -1.858 1.866
H: -5.367 -2.355 2.245
H: 0.253 4.714 8.610
H: -0.524 2.497 2.992
H: -5.089 1.405 5.724
H: 4.777 -2.298 3.182
H: -0.622 -0.664 6.495
H: -4.887 -1.081 5.901
H: 3.214 4.263 7.844
H: 1.716 2.844 3.175
H: -6.108 -1.068 3.212
H: 6.299 -1.694 2.443
H: -2.650 -2.114 6.315
H: -2.773 2.525 2.430
H: 0.410 -1.055 1.861
H: 2.182 5.628 7.321
H: -3.065 2.826 5.914
H: -4.954 1.372 2.078
H: 3.000 4.611 6.106
H: 4.893 -2.096 1.402
H: -6.036 -0.907 1.453
H: 4.079 2.130 2.908
H: 1.243 3.344 9.167
H: -3.083 -2.411 2.898
H: -0.329 3.036 8.360

Forces on atoms 1 to 6 (eV/Å):
O 0.2527 0.2292 0.4541
O 0.1295 0.3290 0.2486
O 0.3704 -0.2265 0.2770
O -0.7514 -0.1267 -0.2372
O -0.0401 0.4435 -0.0654
C 0.7330 -0.1139 -0.1859